{"formula": "C35H57BaN3S2Sb", "method": "wB97M-V/def2-TZVPD", "symbols": ["Ba", "C", "C", "N", "C", "C", "S", "C", "C", "N", "H", "H", "H", "H", "H", "H", "H", "H", "H", "H", "H", "H", "H", "H", "C", "C", "C", "C", "C", "C", "C", "C", "S", "C", "N", "C", "C", "C", "C", "C", "C", "C", "C", "H", "H", "H", "H", "H", "H", "H", "H", "H", "H", "H", "H", "H", "H", "H", "H", "C", "C", "C", "C", "Sb", "C", "C", "C", "C", "C", "C", "C", "C", "H", "H", "H", "H", "H", "H", "H", "H", "H", "H", "H", "H", "H", "H", "H", "H", "H", "H", "H", "H", "H", "H", "H", "H", "H", "H", "H"], "coordinates": [[-0.296, -0.019, 0.370], [-2.475, -1.890, 2.995], [-3.332, -1.165, 1.939], [-2.807, -1.195, 0.605], [-3.041, -2.227, -0.405], [-2.154, -3.492, -0.252], [-0.440, -3.178, 0.145], [-0.367, -3.757, 1.863], [-0.196, -2.829, 3.081], [-1.035, -1.626, 3.035], [-2.584, -2.964, 2.863], [-2.937, -1.587, 3.991], [-3.432, -0.155, 2.288], [-4.312, -1.611, 1.971], [-3.064, -0.273, 0.157], [-2.862, -1.821, -1.461], [-4.139, -2.528, -0.456], [-2.044, -3.982, -1.229], [-2.514, -4.254, 0.421], [0.388, -4.547, 1.969], [-1.298, -4.278, 2.000], [0.802, -2.448, 3.120], [-0.529, -3.504, 3.875], [-0.811, -1.102, 3.864], [0.673, 0.279, 5.696], [0.436, 1.695, 6.151], [1.820, 2.172, 6.771], [-0.625, 1.670, 7.244], [-0.067, 2.422, 4.966], [0.027, 3.852, 4.950], [-0.406, 4.667, 3.901], [-0.941, 4.003, 2.747], [-1.681, 4.625, 1.254], [-1.802, 3.030, 0.667], [-1.443, 2.094, 1.477], [-0.983, 2.628, 2.713], [-0.502, 1.828, 3.799], [-2.402, 2.730, -0.691], [-3.079, 3.627, -1.456], [-3.588, 3.227, -2.686], [-3.417, 1.951, -3.083], [-2.745, 0.980, -2.293], [-2.208, 1.348, -1.087], [1.322, -0.223, 6.486], [1.229, 0.210, 4.726], [-0.276, -0.283, 5.648], [2.083, 1.359, 7.442], [1.718, 3.077, 7.436], [2.499, 2.256, 5.862], [-0.424, 0.812, 7.904], [-1.623, 1.366, 6.859], [-0.819, 2.584, 7.862], [0.478, 4.252, 5.849], [-0.506, 5.727, 4.001], [-0.690, 0.757, 3.757], [-3.141, 4.689, -1.120], [-4.194, 3.911, -3.337], [-3.844, 1.653, -3.994], [-2.628, -0.014, -2.674], [-0.138, -0.560, -5.702], [0.784, -1.544, -4.979], [0.118, -2.933, -4.876], [2.079, -1.635, -5.771], [0.991, -0.657, -2.841], [2.911, -1.901, -2.187], [4.237, -1.322, -2.792], [2.598, -3.347, -2.469], [2.821, -1.600, -0.706], [1.700, 1.458, -3.080], [2.857, 1.533, -4.078], [2.205, 2.000, -1.688], [0.628, 2.303, -3.644], [-0.478, -1.039, -6.616], [0.315, 0.383, -5.932], [-1.102, -0.309, -5.178], [0.012, -3.282, -5.887], [-0.841, -2.912, -4.356], [0.814, -3.575, -4.359], [1.909, -1.930, -6.773], [2.766, -2.372, -5.342], [2.604, -0.687, -5.714], [4.317, -1.407, -3.883], [5.095, -1.861, -2.284], [4.388, -0.274, -2.598], [2.685, -3.508, -3.540], [1.594, -3.571, -2.139], [3.339, -4.002, -1.973], [2.890, -0.557, -0.400], [3.703, -1.985, -0.237], [1.953, -2.032, -0.171], [3.658, 0.917, -3.726], [3.227, 2.569, -4.163], [2.538, 1.155, -5.046], [2.954, 1.302, -1.220], [1.400, 2.009, -0.970], [2.780, 2.973, -1.839], [0.300, 2.019, -4.601], [0.910, 3.337, -3.724], [-0.291, 2.316, -3.013]], "total_charge": 1, "spin_multiplicity": 1, "lumo_energy_ha": -0.084, "homo_energy_ev": -9.9, "de_lowest_kj_mol": 0.0}


{"formula": "C3H4NS", "method": "wB97M-V/def2-TZVPD", "symbols": ["C", "C", "C", "N", "S", "H", "H", "H", "H"], "coordinates": [[0.877, -0.305, -0.091], [-1.383, -0.988, -0.071], [0.855, 1.099, 0.139], [-0.131, -1.119, 0.093], [2.507, 0.073, -0.068], [-1.956, -0.726, -1.014], [-2.157, -1.220, 0.612], [0.640, 1.714, -0.829], [0.748, 1.473, 1.230]], "total_charge": 1, "spin_multiplicity": 1, "lumo_energy_ha": -0.224, "homo_energy_ev": -15.2, "de_lowest_kj_mol": 224.2}


{"formula": "C5H10N2", "method": "wB97M-V/def2-TZVPD", "symbols": ["C", "C", "C", "C", "C", "H", "H", "H", "H", "H", "H", "H", "H", "H", "H", "N", "N"], "coordinates": [[1.539, -0.358, 0.259], [0.439, -1.415, -0.070], [-2.087, -0.025, -0.202], [-0.858, 0.476, 0.453], [0.237, 1.579, 0.081], [1.422, -0.027, 1.269], [2.403, -0.783, -0.100], [0.939, -2.020, -0.828], [0.327, -1.962, 1.050], [-2.301, 0.344, -1.217], [-2.860, -0.569, 0.404], [-1.054, 0.028, 1.483], [0.815, 2.231, 0.827], [-0.380, 2.201, -0.752], [0.959, 0.238, -1.553], [-0.787, -0.617, -0.455], [1.245, 0.680, -0.648]], "spin_multiplicity": 1, "lumo_energy_ha": 0.043, "homo_energy_ev": -8.3, "de_lowest_kj_mol": 516.1}


{"formula": "C4H5NO2", "method": "wB97M-V/def2-TZVPD", "symbols": ["O", "C", "C", "C", "N", "C", "O", "H", "H", "H", "H", "H"], "coordinates": [[0.465, -1.231, -0.934], [1.223, -0.239, -0.476], [0.836, 0.626, 0.508], [-0.768, 1.219, 0.309], [-0.401, 0.308, 1.207], [-0.750, -1.557, -0.262], [-1.789, -1.427, -0.835], [2.211, -0.219, -0.930], [1.536, 1.382, 0.860], [-1.493, 0.975, -0.488], [-0.520, 2.290, 0.395], [-0.549, -2.127, 0.647]], "spin_multiplicity": 1, "lumo_energy_ha": [-0.004, -0.004], "homo_energy_ev": [-8.5, -8.5], "de_lowest_kj_mol": 422.3}


Short version: F_max = 3.1, 2.5, 4.7, 0.6 eV Å⁻¹, in the order given.